DFT (ωB97M-V with the def2-TZVPD basis set) results for C23H41FIrP2 as an isolated structure at a distorted geometry.

ORCA input file:
```
! wB97M-V def2-TZVPD RIJCOSX def2/J DEFGRID3
* xyz 2 6
Ir 2.00438 -1.34204 1.80827
C -0.96494 -0.83085 3.24487
C -0.74395 -1.92145 2.40694
C 1.29213 -1.37643 3.60604
C 0.19196 -0.44886 3.92262
C 0.62589 -2.41497 2.59401
C -2.32124 -0.28113 3.53835
H -3.03167 -0.59552 2.77096
H -2.32658 0.81227 3.57822
H -2.69715 -0.64901 4.50548
C 0.21416 0.49313 5.05852
H -0.80496 0.85052 5.24065
H 0.83887 1.37364 4.86777
H 0.58044 0.03742 5.98677
C 2.14701 -1.83022 4.74274
H 1.53540 -1.85303 5.65086
H 2.96245 -1.12302 4.91986
H 2.57026 -2.81559 4.56733
C 0.89309 -3.87445 2.71692
H 0.90355 -4.17707 3.77280
H 1.86325 -4.07362 2.25463
H 0.12289 -4.43048 2.17768
C -1.76843 -2.70668 1.68676
H -2.14911 -3.52311 2.32122
H -1.32971 -3.16513 0.79086
H -2.63380 -2.11660 1.35826
C -0.93509 2.52385 0.59205
C -1.85366 1.55769 0.47114
C -2.32267 1.07387 -0.88498
C -1.58298 -0.18047 -1.35563
C -0.09721 -0.06795 -1.30220
C 0.90288 0.98548 -1.15455
C 0.93177 2.50154 -1.14246
C -0.31448 3.21821 -0.59634
H -2.13755 1.83427 -1.67215
H -1.90955 -0.50415 -2.35603
H -3.40661 0.86329 -0.88717
H -1.03793 3.39496 -1.40468
H -0.59278 2.90697 1.56351
H -2.44647 1.20440 1.32170
H 0.03002 4.21037 -0.27498
H 1.75242 2.77254 -0.45243
H 1.64331 0.65208 -0.40391
H 1.25641 2.91515 -2.11400
H -1.87048 -1.00709 -0.68323
H 0.24123 -0.96499 -0.73939
P -0.57796 1.63837 -3.31397
C -0.57629 3.35046 -3.96321
C -1.81528 0.89063 -4.43540
P 1.53724 -0.23109 -2.53626
C 1.01637 0.94273 -3.87267
C 1.05356 -1.82504 -3.27619
C 3.32540 -0.23902 -2.53879
H 0.36261 3.86890 -3.73838
H -1.42337 3.89095 -3.51752
H -0.71868 3.27208 -5.04745
H -1.62331 1.32253 -5.42619
H -2.81932 1.18444 -4.09268
H -1.73425 -0.20251 -4.47435
H 3.69743 0.24471 -3.45803
H 3.67853 -1.27912 -2.52270
H 3.73496 0.27009 -1.65886
H 1.75029 1.75837 -3.98546
H 0.88266 0.43428 -4.83970
H 1.86534 -2.54862 -3.11657
H 0.91104 -1.68786 -4.35907
H 0.12753 -2.21525 -2.83807
F 3.12076 -0.74775 0.39783
*
```

The calculation puts the LUMO energy (alpha / beta) at -0.2049 / -0.3335 Ha. The HOMO energy (alpha / beta) is -12.723 / -13.135 eV. For the total energy, the calculation gives -48626.3871 eV. Its energy above the lowest of the compared OMol25 structures with the same formula, charge and spin is 7.4 kcal/mol.